1.
63
Properties=species:S:1:pos:R:3 method="wB97M-V/def2-TZVPD" e_lumo_ev="-0.9 / -1.0" total_charge=0 homo_energy_ev="-3.9516 / -3.7221"
P -0.32 -2.19 -2.30
P -0.15 1.67 -2.62
C -0.92 -0.96 -3.49
C -0.04 0.27 -3.78
H -1.94 -0.65 -3.20
H -1.05 -1.52 -4.44
H 1.01 -0.01 -3.88
H -0.33 0.68 -4.76
C -1.71 2.46 -3.08
H -2.04 3.10 -2.25
H -2.49 1.71 -3.28
H -1.55 3.08 -3.98
C 1.18 2.83 -3.03
H 0.85 3.51 -3.83
H 2.08 2.28 -3.33
H 1.44 3.43 -2.17
C -1.71 -3.13 -1.68
H -1.46 -3.64 -0.74
H -2.00 -3.88 -2.42
H -2.58 -2.47 -1.51
C 0.81 -3.25 -3.26
H 1.67 -2.68 -3.63
H 0.27 -3.65 -4.12
H 1.16 -4.08 -2.63
Sn -2.30 -1.29 2.70
C 1.17 1.94 -0.23
C -0.08 1.53 -0.83
C -0.79 0.27 -0.27
C 0.09 -0.95 0.06
C 0.95 -1.50 -1.14
C 1.96 -0.57 -1.58
C 2.81 0.09 -0.57
C 2.14 1.10 0.42
C -0.80 -2.78 3.31
H 1.43 3.00 -0.31
H -0.78 2.37 -0.63
H -1.57 -0.04 -0.99
H -1.32 0.57 0.64
H 0.72 -0.77 0.94
H -0.59 -1.73 0.44
H 1.45 -2.40 -0.74
H 2.47 -0.81 -2.52
H 3.57 0.68 -1.11
H 3.29 -0.68 0.06
H 1.67 0.63 1.30
H 2.92 1.76 0.85
H -0.15 -2.38 4.08
H -0.21 -3.02 2.42
H -1.32 -3.67 3.67
C -1.53 0.60 5.41
C -0.62 0.81 4.23
O -0.73 -0.04 3.13
C -0.83 2.25 3.65
F -0.85 3.21 4.62
F 0.11 2.60 2.74
F -2.04 2.30 3.01
C 0.86 0.65 4.74
F 1.17 1.54 5.73
F 1.02 -0.61 5.26
F 1.78 0.78 3.76
H -2.58 0.57 5.11
H -1.37 1.42 6.12
H -1.29 -0.36 5.90

=====

2.
63
Properties=species:S:1:pos:R:3 method="wB97M-V/def2-TZVPD" e_lumo_ev=-0.5 total_charge=0 homo_energy_ev=-4.6147
P 2.53 2.18 -1.26
P -0.71 1.33 -2.87
C 1.97 2.38 -3.00
C 0.48 2.70 -3.25
H 2.39 1.56 -3.63
H 2.53 3.29 -3.29
H 0.14 3.63 -2.75
H 0.38 2.83 -4.34
C -0.42 0.32 -4.36
H -1.04 -0.58 -4.34
H 0.64 0.03 -4.45
H -0.68 0.94 -5.22
C -2.28 2.17 -3.11
H -2.45 2.24 -4.20
H -2.20 3.18 -2.68
H -3.08 1.61 -2.62
C 4.29 1.91 -1.45
H 4.72 1.53 -0.51
H 4.73 2.89 -1.69
H 4.47 1.20 -2.26
C 2.31 3.85 -0.62
H 1.29 4.20 -0.81
H 3.03 4.46 -1.18
H 2.52 3.87 0.45
Sn 0.79 -2.97 2.30
C -1.78 0.26 -0.54
C -0.87 -0.21 -1.53
C 0.67 -0.45 -1.45
C 1.50 -0.30 -0.18
C 2.03 1.10 0.14
C 1.03 1.83 0.92
C -0.26 2.02 0.35
C -1.37 0.95 0.67
C 1.18 -1.58 3.97
H -2.81 -0.09 -0.58
H -1.36 -0.98 -2.16
H 1.15 0.16 -2.26
H 0.81 -1.47 -1.81
H 0.97 -0.66 0.72
H 2.36 -0.96 -0.32
H 2.99 1.00 0.67
H 1.37 2.31 1.84
H -0.10 1.96 -0.76
H -0.68 3.02 0.60
H -1.06 0.25 1.48
H -2.23 1.50 1.08
H 0.33 -1.53 4.66
H 1.32 -0.59 3.54
H 2.08 -1.86 4.53
C -1.47 -5.16 3.69
C -2.06 -3.82 3.29
O -1.16 -2.82 2.91
C -3.04 -3.95 2.05
F -4.03 -4.86 2.25
F -3.62 -2.78 1.71
F -2.31 -4.36 0.96
C -2.83 -3.20 4.52
F -3.80 -4.03 5.01
F -1.93 -2.98 5.53
F -3.40 -2.01 4.25
H -0.88 -5.58 2.87
H -2.29 -5.84 3.94
H -0.84 -5.02 4.58

=====

How do the energies compare? Relative to the most stable structure, in kJ/mol: 1 23.0; 2 0.0.